{"formula": "C16H30AsBIO11", "method": "ωB97M-V/def2-TZVPD", "species": ["O", "B", "O", "O", "As", "I", "H", "H", "H", "H", "H", "H", "O", "C", "O", "C", "C", "C", "H", "H", "H", "H", "H", "H", "O", "C", "O", "C", "C", "C", "H", "H", "H", "H", "H", "H", "O", "C", "O", "C", "C", "C", "H", "H", "H", "H", "H", "H", "O", "C", "O", "C", "C", "C", "H", "H", "H", "H", "H", "H"], "positions_angstrom": [[-3.2999, 2.0786, -2.0059], [-1.9685, 1.8676, -2.4540], [-0.9929, 2.1515, -1.4900], [-1.6972, 1.4246, -3.6832], [-0.1864, 0.2440, -4.0620], [1.9300, -1.4107, -4.6223], [-3.6213, 2.9358, -2.2894], [-0.1666, 2.3960, -1.9207], [-1.1434, -0.7439, -4.7952], [-0.3857, -0.4860, -2.7182], [0.8371, 1.2451, -3.3719], [0.0708, 0.9898, -5.4105], [-1.6600, -2.0606, -0.9988], [-1.8657, -1.3123, -0.0961], [-0.8489, -0.6693, 0.5493], [-1.3611, 0.1320, 1.6140], [-2.8290, 0.3802, 1.2755], [-3.1919, -0.8938, 0.5202], [-1.2479, -0.4245, 2.5515], [-0.7635, 1.0400, 1.6691], [-3.4371, 0.5798, 2.1554], [-2.9172, 1.2300, 0.5984], [-3.5266, -1.7000, 1.1779], [-3.9345, -0.7371, -0.2577], [-6.3754, 0.4573, -0.1421], [-6.5499, 1.2612, 0.7191], [-5.5229, 1.9190, 1.3225], [-6.0082, 2.7316, 2.3964], [-7.4807, 2.9861, 2.0802], [-7.8626, 1.7025, 1.3508], [-5.8760, 2.1829, 3.3329], [-5.4065, 3.6368, 2.4303], [-8.0738, 3.1964, 2.9678], [-7.5688, 3.8360, 1.4025], [-8.1833, 0.9157, 2.0366], [-8.6194, 1.8276, 0.5813], [5.4447, -2.9122, -4.7594], [5.4245, -2.7409, -3.5782], [5.1063, -1.5440, -3.0412], [5.1959, -1.5724, -1.6154], [5.0724, -3.0490, -1.2448], [5.7127, -3.7272, -2.4541], [6.1552, -1.1526, -1.3067], [4.3917, -0.9523, -1.2239], [5.5370, -3.2770, -0.2894], [4.0178, -3.3258, -1.1980], [6.7952, -3.8343, -2.3578], [5.2801, -4.6946, -2.6968], [6.4580, -1.5408, 1.2746], [5.7744, -0.9087, 2.0235], [6.3018, -0.1498, 3.0177], [5.2557, 0.4211, 3.8199], [4.0162, 0.4196, 2.9289], [4.2585, -0.8152, 2.0665], [5.1259, -0.2042, 4.7066], [5.5755, 1.4124, 4.1315], [3.0878, 0.3985, 3.4948], [4.0105, 1.3107, 2.3008], [3.8795, -1.7294, 2.5279], [3.8577, -0.7416, 1.0592]], "atomic_forces_ev_per_a": [[0.203, -0.020, 0.019], [0.076, -0.064, -0.019], [-0.274, 0.505, 0.092], [0.140, -0.189, 0.018], [-0.481, 0.520, -0.120], [0.019, -0.073, -0.015], [-0.114, -0.050, -0.016], [0.174, -0.564, -0.046], [0.002, -0.037, 0.061], [0.087, -0.023, 0.012], [0.063, 0.053, 0.091], [0.008, -0.025, 0.054], [-0.070, -0.259, 0.032], [0.024, 0.272, 0.043], [-0.003, -0.174, 0.013], [-0.076, 0.081, 0.075], [0.154, 0.019, -0.094], [0.081, 0.162, -0.094], [-0.002, -0.007, 0.013], [-0.009, 0.014, -0.074], [0.007, -0.079, 0.021], [0.020, 0.013, 0.009], [-0.011, -0.010, -0.001], [-0.019, -0.072, 0.005], [-0.065, -0.021, -0.013], [0.033, -0.049, 0.135], [-0.139, 0.011, -0.026], [-0.016, 0.073, -0.004], [0.015, -0.039, -0.056], [0.085, 0.164, -0.050], [-0.030, 0.002, 0.014], [0.027, -0.014, -0.014], [0.011, -0.044, 0.026], [0.008, 0.018, 0.011], [-0.016, -0.017, -0.020], [-0.026, -0.074, 0.013], [0.248, -0.250, -0.094], [-0.174, 0.191, 0.098], [0.252, 0.184, -0.058], [-0.040, -0.175, 0.048], [-0.025, -0.054, -0.020], [-0.261, 0.058, 0.005], [0.013, -0.021, -0.001], [-0.038, -0.006, -0.058], [0.071, 0.021, -0.036], [-0.018, 0.040, 0.000], [0.005, 0.010, 0.006], [0.086, -0.027, -0.050], [0.089, 0.055, 0.084], [-0.160, -0.079, 0.025], [0.038, 0.010, 0.004], [-0.083, 0.015, 0.007], [0.060, -0.019, -0.044], [0.096, 0.183, -0.004], [-0.018, -0.006, 0.001], [0.028, 0.003, -0.022], [0.006, -0.046, 0.019], [-0.013, 0.014, 0.011], [-0.017, -0.011, -0.025], [-0.030, -0.094, 0.009]], "charge": -1, "lumo_ev": 1.984, "total_energy_ha": -4013.775940, "gap_ev": 6.04}

{"formula": "C16H30BF3N3O7S3", "method": "ωB97M-V/def2-TZVPD", "species": ["C", "C", "C", "N", "N", "C", "N", "C", "S", "O", "O", "C", "F", "F", "F", "C", "B", "C", "O", "H", "H", "H", "H", "H", "H", "H", "H", "H", "H", "H", "H", "H", "H", "C", "C", "C", "S", "O", "O", "C", "H", "H", "H", "H", "H", "H", "H", "H", "C", "C", "C", "S", "O", "O", "C", "H", "H", "H", "H", "H", "H", "H", "H"], "positions_angstrom": [[4.5761, -3.6310, -0.6455], [3.9100, -5.0553, -1.0800], [2.3366, -5.1566, -0.7664], [1.4366, -4.7321, -1.8848], [1.4465, -3.3464, -1.9189], [2.2596, -2.6655, -2.8862], [2.1515, -1.2435, -2.7200], [1.2228, -1.0789, -1.6201], [0.7400, 0.6097, -0.9671], [-0.6762, 0.6396, -0.4520], [1.0194, 1.6955, -1.9702], [1.8877, 0.9054, 0.5069], [1.5064, 2.0343, 1.2668], [1.9159, -0.2930, 1.2986], [3.2044, 1.0903, -0.0289], [0.6979, -2.4476, -1.0527], [-0.3688, -2.7437, 0.1428], [-0.1345, -3.7037, 1.4275], [-1.6634, -2.0931, 0.0238], [4.9333, -3.1293, -1.6269], [5.4978, -3.7419, 0.0148], [3.7674, -2.9387, -0.1979], [4.4384, -5.8458, -0.4229], [4.1444, -5.2299, -2.1966], [2.1510, -4.5353, 0.1895], [2.1270, -6.2519, -0.4630], [1.7444, -5.1057, -2.8005], [2.9106, -3.2317, -3.6331], [2.6726, -0.5676, -3.2958], [0.9027, -3.4910, 1.8657], [-0.2704, -4.7860, 1.0676], [-0.9482, -3.4992, 2.2238], [-1.8031, -1.6886, 0.9214], [1.3578, 4.7231, 4.3963], [0.4671, 4.5691, 3.1617], [-0.9286, 4.1756, 3.6491], [-1.0962, 4.8614, 5.2937], [-1.1950, 3.7727, 6.2377], [-2.0520, 5.9440, 5.2627], [0.5486, 5.5464, 5.3897], [2.3067, 5.2062, 4.1539], [1.5779, 3.7369, 4.8183], [0.4156, 5.5239, 2.6284], [0.8652, 3.8267, 2.4662], [-1.7094, 4.5833, 3.0061], [-1.0359, 3.0918, 3.7227], [0.9218, 5.4759, 6.4110], [0.4928, 6.5926, 5.0807], [-2.9108, 1.4213, -2.5709], [-4.1174, 2.1939, -3.1079], [-4.9912, 1.2017, -3.8782], [-4.7001, -0.4010, -3.1371], [-4.0523, -1.2488, -4.1126], [-5.8832, -0.8164, -2.4194], [-3.4747, 0.1449, -1.9615], [-2.3513, 2.0029, -1.8361], [-2.2331, 1.1754, -3.3956], [-4.6848, 2.6114, -2.2698], [-3.8128, 3.0277, -3.7445], [-6.0499, 1.4503, -3.7976], [-4.7016, 1.1455, -4.9290], [-2.7239, -0.6317, -1.8193], [-3.9855, 0.3516, -1.0183]], "atomic_forces_ev_per_a": [[-0.448, 0.197, -1.460], [0.572, 0.446, 0.829], [1.543, -1.278, 1.268], [0.293, -0.420, 1.158], [1.211, 4.009, -2.092], [-1.350, 1.363, 2.119], [-1.958, -4.944, 2.229], [-0.707, -2.463, 0.900], [-4.027, 3.540, -1.769], [4.532, -1.145, -0.855], [0.316, -3.700, 2.497], [2.398, -0.074, 1.547], [1.120, -3.658, -2.323], [-0.187, 3.327, -1.776], [-3.514, -0.404, 1.640], [3.556, 3.160, -4.374], [-2.871, 0.240, 0.820], [0.063, 0.644, -0.153], [3.552, -0.267, 0.967], [-0.440, -0.561, 1.696], [-1.511, 0.157, -0.733], [1.481, -1.036, -0.367], [-0.952, 1.016, -1.406], [-0.434, -0.095, 1.784], [-0.077, -0.883, -1.755], [-0.053, 1.793, -0.838], [-0.305, 0.363, 0.781], [-1.108, 1.133, 1.194], [-0.589, -0.122, 0.576], [-1.401, -0.780, -0.410], [0.468, 1.398, 0.644], [1.385, -0.360, -1.299], [-0.502, -0.753, -1.059], [0.128, -0.118, -0.022], [0.127, 0.086, -0.192], [0.039, -0.237, -0.618], [-0.208, 0.378, 0.243], [-0.141, 0.241, -0.178], [0.095, -0.467, 0.178], [0.492, 0.100, -0.007], [-0.078, -0.047, 0.046], [0.001, 0.096, 0.020], [0.005, -0.083, 0.060], [-0.095, 0.185, 0.115], [-0.052, -0.064, 0.229], [-0.054, 0.114, 0.133], [-0.212, 0.010, -0.013], [-0.078, -0.086, 0.059], [0.076, 0.139, -0.044], [0.015, 0.196, 0.063], [-0.120, 0.535, -0.267], [-0.321, -0.020, 0.265], [-0.160, -0.044, 0.186], [0.326, -0.205, -0.351], [0.429, 0.158, 0.200], [-0.049, -0.075, -0.094], [-0.013, -0.004, 0.069], [0.061, -0.051, -0.069], [-0.067, -0.078, 0.062], [0.072, -0.230, -0.064], [-0.040, -0.135, 0.106], [-0.218, -0.063, -0.004], [-0.015, -0.077, -0.093]], "charge": 1, "lumo_ev": -4.954, "de_lowest_kcal_mol": 69.41, "total_energy_ha": -2837.185086, "gap_ev": 6.97}

{"formula": "C16H30BI2NO2P", "method": "ωB97M-V/def2-TZVPD", "species": ["C", "C", "I", "C", "I", "P", "C", "O", "C", "C", "C", "C", "C", "C", "B", "N", "O", "H", "H", "H", "H", "H", "H", "H", "H", "H", "H", "H", "H", "H", "H", "H", "H", "C", "C", "C", "C", "C", "C", "H", "H", "H", "H", "H", "H", "H", "H", "H", "H", "H", "H", "H", "H"], "positions_angstrom": [[1.4434, -3.1930, 2.8904], [1.7777, -2.4484, 1.4304], [1.6917, -3.8745, -0.2354], [0.9389, -1.0606, 1.1994], [0.8001, 0.1627, 3.0603], [-0.7900, -1.2674, 0.4192], [-1.7514, -2.8235, 0.9677], [-2.2502, -2.7756, 2.3667], [-3.6813, -2.3589, 2.3637], [-4.9139, -3.3840, 1.9003], [-6.4618, -2.8441, 1.8777], [-6.7378, -1.2739, 2.3226], [-5.5333, -0.2633, 2.8124], [-3.9758, -0.7939, 2.8370], [-0.8256, -1.1804, -1.5020], [-2.0825, -1.7058, -2.2297], [0.3695, -0.6423, -2.1955], [1.9488, -2.5896, 3.7878], [0.3023, -3.3944, 3.0506], [2.0573, -4.2160, 2.8408], [2.9246, -2.1295, 1.5248], [1.5740, -0.3823, 0.4535], [-1.5830, -0.1195, 0.8810], [-1.1832, -3.8381, 0.8382], [-2.7071, -2.8927, 0.2561], [-4.5768, -4.4683, 1.5914], [-7.3071, -3.5956, 1.5302], [-7.8444, -0.8901, 2.2818], [-5.7123, 0.8580, 3.1620], [-3.0559, -0.1339, 3.1673], [-2.9344, -1.2608, -1.8024], [-2.1422, -2.7624, -2.1352], [1.1089, -1.3067, -1.9581], [1.0937, 3.0427, -0.5344], [1.5613, 3.7829, -1.7780], [2.2715, 2.8820, -2.7908], [3.5645, 2.2242, -2.2948], [4.6463, 3.1893, -1.8062], [5.1547, 4.1270, -2.8898], [1.9343, 2.6267, 0.0283], [0.5563, 3.7267, 0.1303], [0.4150, 2.2254, -0.7984], [2.2082, 4.6175, -1.4870], [0.6856, 4.2287, -2.2656], [2.4844, 3.4682, -3.6925], [1.5808, 2.0890, -3.1053], [3.9751, 1.6139, -3.1094], [3.3284, 1.5234, -1.4854], [5.4938, 2.5990, -1.4338], [4.2834, 3.7740, -0.9536], [5.5577, 3.5626, -3.7367], [5.9552, 4.7605, -2.4944], [4.3628, 4.7849, -3.2576]], "atomic_forces_ev_per_a": [[1.227, -0.680, -0.583], [0.972, 1.211, 2.784], [-0.168, 0.923, 0.533], [1.398, -0.064, -1.105], [0.020, -0.702, -1.127], [0.199, -0.055, 2.201], [-1.879, -1.568, 0.143], [-2.249, 0.835, -2.152], [-3.431, 2.141, 0.350], [-0.117, 3.721, 1.003], [3.927, 2.528, 1.139], [3.303, -1.360, 0.088], [1.289, -3.738, -1.064], [-3.031, -3.102, -1.501], [0.868, 0.055, -4.097], [1.415, 0.628, 2.146], [-1.879, -3.320, 2.332], [-1.435, -1.136, -2.129], [2.232, 0.450, -0.233], [-1.616, 2.127, 0.174], [-2.604, -0.683, -0.505], [-1.603, -1.367, 1.487], [0.619, -1.092, -0.348], [-0.591, 2.227, 0.184], [2.150, 0.362, 1.329], [-0.999, 2.366, 0.711], [1.918, 1.958, 0.893], [2.493, -0.765, 0.160], [0.159, -2.807, -0.922], [-2.197, -1.445, -0.654], [0.810, -0.953, -0.571], [-0.069, 1.723, -0.272], [-1.100, 1.686, -0.439], [-0.021, 0.167, 0.254], [-0.056, -0.037, -0.202], [0.044, 0.049, -0.141], [-0.055, -0.020, 0.032], [0.097, -0.182, 0.038], [0.090, 0.170, 0.029], [-0.044, -0.006, -0.001], [0.045, -0.154, -0.003], [0.013, -0.043, -0.033], [-0.041, -0.079, -0.031], [0.149, -0.008, 0.040], [-0.005, -0.079, 0.099], [0.033, 0.071, 0.023], [-0.029, 0.066, 0.076], [-0.015, -0.011, -0.002], [-0.148, 0.069, 0.012], [-0.014, -0.063, -0.041], [-0.065, 0.079, 0.048], [-0.098, -0.053, -0.128], [0.085, -0.042, -0.021]], "charge": 1, "lumo_ev": -4.411, "total_energy_ha": -1793.901259, "gap_ev": 7.00}

{"formula": "C16H30ClIN3O8", "method": "ωB97M-V/def2-TZVPD", "species": ["C", "C", "N", "C", "N", "N", "C", "O", "C", "C", "C", "C", "C", "C", "O", "C", "C", "O", "O", "C", "C", "C", "C", "I", "H", "H", "H", "H", "H", "H", "H", "H", "H", "H", "H", "H", "H", "H", "H", "H", "H", "H", "H", "H", "H", "H", "H", "H", "H", "H", "H", "H", "H", "H", "O", "Cl", "O", "O", "O"], "positions_angstrom": [[-4.0001, 3.8363, 1.3270], [-3.7798, 2.3456, 1.8480], [-2.7456, 1.6166, 1.0966], [-3.2299, 0.3908, 0.4678], [-3.6672, 0.7124, -0.9254], [-3.3000, 2.0262, -1.3446], [-2.4390, 2.0080, -2.2451], [-1.4036, 2.0977, -2.7652], [-2.1762, -0.8012, 0.5282], [-0.9574, -0.5773, -0.4968], [-1.1580, -1.4192, -1.8139], [0.1913, -1.9537, -2.4616], [0.7264, -0.8921, -3.5372], [2.0193, -0.2451, -2.8731], [2.3726, 1.0176, -3.4716], [3.4823, 1.4787, -2.7095], [3.2072, 2.2149, -1.3407], [4.6144, 1.3251, -3.0606], [-1.5919, -0.9597, 1.8219], [-1.8386, -2.2412, 2.4110], [-0.5188, -3.1365, 2.5233], [0.7909, -2.2873, 2.6974], [0.7685, -1.3066, 3.9287], [2.8630, -0.7623, 4.3287], [-4.5378, 4.4239, 2.1293], [-4.6730, 3.8537, 0.4281], [-3.0433, 4.3398, 1.0440], [-3.5241, 2.4083, 2.9482], [-4.7964, 1.8659, 1.8073], [-1.8935, 1.4757, 1.6343], [-4.1518, -0.0035, 0.9992], [-3.4075, -0.0074, -1.6001], [-2.7191, -1.7037, 0.1401], [-0.7391, 0.5086, -0.6689], [-0.0451, -0.9922, 0.0242], [-1.8216, -2.3239, -1.6771], [-1.6769, -0.7979, -2.6051], [0.9451, -2.1177, -1.6509], [-0.0173, -2.9192, -3.0065], [0.9575, -1.4210, -4.4955], [-0.0323, -0.1000, -3.7636], [1.7638, -0.0578, -1.7858], [2.8351, -1.0068, -2.9894], [2.1009, 2.2107, -1.1541], [3.6051, 3.2570, -1.3199], [3.7059, 1.6443, -0.5066], [-2.6891, -2.8154, 1.9642], [-2.1355, -2.0409, 3.4857], [-0.6573, -3.7472, 3.4654], [-0.4376, -3.8590, 1.6705], [1.0809, -1.7133, 1.7769], [1.6258, -3.0213, 2.8973], [0.2681, -0.3272, 3.7204], [0.3849, -1.8106, 4.8511], [6.0724, 1.4013, 0.0452], [7.1003, 0.4614, -0.3393], [8.0523, 0.3189, 0.7418], [7.7755, 0.9519, -1.5182], [6.4949, -0.8227, -0.6255]], "atomic_forces_ev_per_a": [[-0.501, -0.297, 0.169], [-0.346, 1.595, 0.508], [-0.842, -0.895, 0.400], [0.324, -0.259, 0.947], [-0.834, -1.207, 0.569], [0.624, -0.225, -2.197], [0.330, 0.561, 2.849], [-0.270, 0.039, -1.335], [1.074, 1.224, -1.970], [-0.137, -0.964, 0.387], [0.194, -0.095, -0.719], [-0.884, 0.823, -0.944], [0.804, -0.085, 0.953], [-1.452, -0.632, -0.420], [0.881, -0.499, 1.097], [1.133, 1.113, 1.066], [-1.055, -0.912, -0.125], [-1.092, -0.113, -0.538], [-1.541, -0.872, -0.603], [0.736, -0.521, 1.875], [-0.621, 0.493, 0.252], [0.360, -0.328, 0.369], [0.162, -0.234, -0.529], [-0.762, -0.083, -0.003], [0.697, -0.506, -0.769], [0.746, -0.142, 0.711], [-0.732, -0.471, 0.402], [-0.079, -0.142, -1.092], [1.107, 0.038, -0.134], [-0.450, -0.150, -0.094], [0.851, 0.513, -0.427], [0.108, 0.314, 0.268], [0.453, 0.499, 0.823], [-0.329, -0.916, -0.050], [-0.978, 0.434, -0.472], [0.560, 0.986, 0.379], [0.464, -0.634, 0.779], [-0.527, -0.051, -0.770], [0.255, 0.884, 0.774], [0.053, 0.585, 0.769], [0.622, -0.662, 0.340], [0.461, -0.351, -0.988], [-0.396, 0.869, 0.395], [0.884, 0.266, -0.081], [-0.243, -0.941, -0.322], [-0.241, 0.536, -1.037], [0.728, 0.643, 0.012], [0.167, -0.067, -1.108], [0.167, 0.464, -1.011], [0.098, 0.735, 0.605], [-0.413, -0.572, 0.836], [-0.838, 0.730, -0.349], [0.288, -1.098, 0.271], [0.313, 0.599, -0.801], [-0.260, 0.144, 0.192], [0.278, -0.109, -0.292], [-0.081, -0.014, -0.001], [0.017, -0.059, 0.111], [-0.031, 0.023, 0.071]], "charge": -1, "lumo_ev": 1.924, "de_lowest_kcal_mol": 0.00, "total_energy_ha": -2151.389309, "gap_ev": 7.44}